[1]
A molecular structure, C42H58N3O2P2SSi3Sr in a non-equilibrium geometry, computed with ωB97M-V/def2-TZVPD.

Computed properties:
total energy: -3929.7517 Eh
HOMO energy: -0.3083 Eh
gap between HOMO and LUMO: 4.81 eV
largest force on an atom: 19.910 eV Å⁻¹
lowest unoccupied orbital energy: -3.574 eV

ORCA input file:
```
! wB97M-V def2-TZVPD RIJCOSX def2/J DEFGRID3
* xyz 1 1
Sr 1.37598 0.30751 -0.05522
O -0.30614 0.25612 1.36359
P 0.72694 -0.06379 2.37849
C 2.18269 -0.81949 1.60679
P 3.57288 0.17074 0.99827
O 3.51550 -0.11750 -0.46872
C 5.10047 -0.32461 1.77136
C 6.22356 0.29767 1.21143
C 7.48162 -0.01003 1.70251
C 7.61332 -0.94183 2.72371
C 6.50189 -1.57405 3.26263
C 5.23383 -1.25736 2.79732
C 3.25678 1.92644 1.11689
C 4.05562 3.05665 1.22010
C 3.41162 4.26821 1.44242
C 2.02741 4.34522 1.60686
C 1.23416 3.20332 1.55357
C 1.89100 2.03133 1.26057
C 1.28904 1.09400 3.70802
C 2.63922 1.30902 3.98706
C 3.04161 2.36025 4.79542
C 2.07665 3.19697 5.34258
C 0.73364 2.96439 5.11116
C 0.32901 1.91771 4.29471
C 0.22876 -1.29861 3.62922
C 1.18415 -1.71360 4.56642
C 0.83280 -2.59660 5.57354
C -0.47676 -3.05970 5.64686
C -1.43233 -2.62230 4.74646
C -1.08610 -1.73962 3.73006
H 1.80534 -1.34590 0.74503
H 2.58004 -1.61246 2.23687
H 6.09015 0.97608 0.37747
H 8.35533 0.46659 1.27899
H 8.59867 -1.19321 3.09290
H 6.61888 -2.31991 4.03680
H 4.36863 -1.74207 3.23007
H 5.13295 2.98225 1.18445
H 4.00446 5.16795 1.54612
H 1.56230 5.29420 1.84112
H 0.17546 3.17326 1.81280
H 1.55026 1.03264 1.46110
H 3.39256 0.65985 3.57239
H 4.09854 2.52195 4.96400
H 2.38049 4.03879 5.95188
H -0.01404 3.61360 5.54867
H -0.71132 1.73854 4.06096
H 2.19127 -1.32607 4.52124
H 1.56694 -2.90149 6.30703
H -0.75462 -3.74772 6.43518
H -2.45455 -2.96577 4.83781
H -1.81254 -1.38246 3.01046
C -0.74713 1.59878 -5.53986
Si 0.11445 1.50997 -3.86420
C -0.53750 2.80994 -2.61579
C 1.93407 2.07920 -3.86810
C 0.09017 -0.13899 -2.99870
Si 1.13138 -1.44981 -3.89596
C 1.03113 -3.00688 -2.81509
C 0.62909 -1.78918 -5.68621
C 2.96850 -1.01179 -3.72688
Si -1.57054 -0.78385 -2.52423
C -2.65598 -1.38094 -3.95786
C -2.51583 0.50109 -1.48765
C -1.49909 -2.17264 -1.22548
C -2.42083 -3.20400 -1.06225
C -2.37126 -4.01770 0.05362
C -1.39761 -3.77639 1.00897
C -0.50879 -2.74246 0.76775
N -0.53631 -1.95788 -0.31092
H -0.53463 2.53164 -6.07007
H -1.83152 1.52627 -5.42140
H -0.42880 0.77384 -6.17847
H -0.17471 3.81538 -2.84643
H -0.08809 2.43590 -1.69150
H -1.62204 2.85160 -2.52999
H 2.01454 3.16979 -3.88512
H 2.54750 1.69503 -4.68224
H 2.29229 1.70137 -2.91121
H 0.04697 -3.47550 -2.80396
H 1.24816 -2.58877 -1.83392
H 1.77056 -3.76548 -3.08193
H -0.44803 -1.93917 -5.78519
H 1.12664 -2.68273 -6.07531
H 0.91509 -0.95512 -6.33270
H 3.59228 -1.90780 -3.79070
H 3.01790 -0.60291 -2.72232
H 3.35222 -0.29401 -4.45011
H -2.58984 -0.66598 -4.78152
H -3.71177 -1.46572 -3.68004
H -2.33270 -2.35173 -4.34516
H -2.90215 1.33722 -2.06938
H -1.75405 0.84011 -0.78334
H -3.35186 0.05919 -0.93973
H -3.17386 -3.36532 -1.82435
H -3.08588 -4.81976 0.19262
H -1.32875 -4.36048 1.91707
H 0.24881 -2.56100 1.51148
C -5.35064 4.08245 0.29074
N -4.30377 3.86192 1.28646
C -3.03950 3.48485 1.01752
S -2.18889 2.52071 2.11160
N -2.47777 3.89486 -0.12996
C -2.79963 5.10923 -0.86827
H -6.22862 3.49829 0.55968
H -5.00704 3.75148 -0.68626
H -5.64342 5.13132 0.23164
H -4.61834 3.59708 2.20358
H -1.60826 3.45020 -0.36428
H -3.46645 5.73510 -0.28189
H -3.26925 4.89179 -1.82839
H -1.88125 5.66331 -1.05573
*
```

These are the Löwdin partial charges, in e, on atoms 1 to 2: 1.523, -0.458

[2]
10 unconnected molecules or ions with the total composition C42H59F16N3O12 in a non-equilibrium geometry, computed with ωB97M-V/def2-TZVPD.

Computed properties:
total energy: -4300.6529 Eh
HOMO energy: -0.3821 Eh
gap between HOMO and LUMO: 10.36 eV
largest force on an atom: 5.554 eV Å⁻¹
lowest unoccupied orbital energy: -0.036 eV

ORCA input file:
```
! wB97M-V def2-TZVPD RIJCOSX def2/J DEFGRID3
* xyz 0 1
F -3.12872 -10.80662 1.33069
C -2.44753 -9.79267 0.73968
F -1.54804 -10.20387 -0.19929
C -3.47737 -8.70339 0.19811
F -4.08860 -8.13710 1.28293
F -4.46468 -9.28231 -0.49797
C -2.71264 -7.70206 -0.65005
O -1.85938 -6.96662 0.28478
C -2.37371 -5.66342 0.61801
F -3.56720 -5.68994 1.26142
F -1.37193 -5.15892 1.42983
C -2.42808 -4.61474 -0.60075
F -1.32868 -4.81403 -1.39513
F -3.46172 -4.74095 -1.42066
H -1.70147 -9.40650 1.43420
H -3.40652 -7.11847 -1.25506
H -2.14021 -8.22749 -1.41448
H -2.54405 -3.56199 -0.34316
F 0.48841 3.55024 -1.85841
C 0.83913 3.15941 -3.05372
F 1.21130 1.92445 -2.96452
C -0.31578 3.41065 -4.07129
F -0.69205 4.69772 -3.93841
F -1.43197 2.64359 -3.77261
C -0.01716 3.25872 -5.58260
O 1.03503 4.18324 -6.01292
C 2.16092 3.51589 -6.55252
F 2.82939 2.83866 -5.58540
F 1.82503 2.78317 -7.59279
C 3.12179 4.58757 -7.10078
F 3.23508 5.66994 -6.25956
F 4.31947 4.13228 -7.53633
H 1.69130 3.72467 -3.43104
H -0.86862 3.59098 -6.17650
H 0.21881 2.21403 -5.78519
H 2.70198 5.06186 -7.98787
O 7.50129 -0.63909 4.12873
C 6.90616 -0.28340 3.12972
C 5.62157 -0.76392 2.55066
C 5.23047 0.43966 1.75219
C 6.52408 1.13697 1.36821
O 7.46446 0.66278 2.35654
H 5.76477 -1.56594 1.82655
H 4.82364 -1.09997 3.21284
H 4.63274 0.28650 0.85366
H 4.63698 0.99471 2.47868
H 6.82585 0.89364 0.34947
H 6.39832 2.21816 1.42583
O -0.97911 -1.56599 -0.28544
C -0.19011 -0.69226 0.06619
C -0.23765 0.80136 -0.28793
C 0.76249 1.35112 0.71817
C 1.59537 0.11024 1.15984
O 0.68754 -1.03189 0.90040
H 0.05991 0.71621 -1.33306
H -1.29442 0.91921 -0.04824
H 1.47684 1.91781 0.12096
H 0.27153 1.94144 1.49185
H 2.59899 0.14557 0.73604
H 1.67723 0.18769 2.24401
O 3.79000 -1.60074 -0.57492
C 3.22531 -2.49625 -1.07061
C 2.93261 -3.82178 -0.42864
C 2.96636 -4.74841 -1.72423
C 2.32321 -3.79497 -2.70602
O 2.84874 -2.49961 -2.30986
H 3.85390 -4.08628 0.09037
H 1.98028 -3.95478 0.08466
H 4.01868 -4.93255 -1.94061
H 2.42464 -5.66037 -1.47331
H 2.46054 -4.17746 -3.71742
H 1.24058 -3.91391 -2.66312
O -2.45474 1.22274 4.50330
C -2.66519 0.14121 4.09908
C -1.84088 -0.62689 3.08934
C -2.48907 -2.01568 3.18197
C -3.86360 -1.72094 3.76220
O -3.63092 -0.59539 4.56421
H -2.06864 -0.29290 2.07708
H -0.75282 -0.60272 3.14970
H -2.70161 -2.60833 2.29221
H -1.90626 -2.65850 3.84168
H -4.74865 -1.68526 3.12699
H -4.05572 -2.53426 4.46198
O -4.99241 -2.04307 -2.49856
C -4.27389 -1.17123 -2.91394
C -2.93997 -1.26236 -3.61190
C -2.89745 0.04701 -4.41654
C -3.78174 0.95072 -3.61259
O -4.64328 0.15619 -2.82371
H -2.17802 -1.19612 -2.83527
H -2.91321 -2.17694 -4.20429
H -1.88053 0.38850 -4.60983
H -3.38307 -0.02237 -5.38992
H -3.19123 1.65119 -3.02205
H -4.37797 1.49728 -4.34326
C 1.03781 0.49993 5.85163
C 2.40142 1.11250 6.07157
C 2.76605 2.31214 5.28463
C 2.05551 3.51578 5.72938
N 1.51260 4.51009 6.07718
H 0.23939 1.13869 6.22926
H 0.81339 -0.43029 6.37360
H 0.75607 0.18918 4.84557
H 3.12527 0.37680 5.72102
H 2.56646 1.29158 7.13402
H 2.57109 2.14919 4.22465
H 3.79609 2.57780 5.52239
C -4.34435 1.55064 0.42740
C -5.41179 2.65684 0.47235
C -5.81164 3.37471 -0.83841
C -4.70585 4.06130 -1.53551
N -3.78105 4.60479 -1.98385
H -4.60390 0.87652 -0.38887
H -4.46299 0.93209 1.31702
H -3.38519 2.03756 0.25121
H -5.21760 3.33437 1.30382
H -6.26993 2.09753 0.84499
H -6.62671 4.04061 -0.55496
H -6.35610 2.88209 -1.64401
C 1.41084 5.04640 2.48176
C 2.63831 5.85934 2.06861
C 2.74744 6.04683 0.52312
C 1.64422 6.87347 -0.06504
N 0.75091 7.55721 -0.45785
H 1.33078 4.01764 2.13055
H 0.52443 5.38495 1.94532
H 1.24179 5.15014 3.55356
H 3.45443 5.37118 2.60127
H 2.61859 6.86642 2.48515
H 2.73884 5.16339 -0.11530
H 3.74091 6.37922 0.22210
*
```

These are the Löwdin partial charges, in e, on atoms 1 to 2: 0.091, -0.271

[3]
7 unconnected molecules or ions with the total composition C42H59F2N9O7P in a non-equilibrium geometry, computed with ωB97M-V/def2-TZVPD.

Computed properties:
total energy: -3196.1772 Eh
HOMO energy: -0.3303 Eh
gap between HOMO and LUMO: 4.51 eV
largest force on an atom: 2.976 eV Å⁻¹
lowest unoccupied orbital energy: -4.482 eV

ORCA input file:
```
! wB97M-V def2-TZVPD RIJCOSX def2/J DEFGRID3
* xyz 1 1
C -0.00787 2.38816 5.29897
C -0.57371 2.03793 3.89593
C 0.53041 2.33379 2.85078
O -0.12538 2.35765 1.54476
C 0.13466 1.15537 0.86347
C -0.70244 1.10129 -0.40026
N -0.92439 2.25614 -1.02967
C -1.61891 2.34446 -2.17802
C -1.76694 3.74679 -2.73562
C -0.52865 3.98289 -3.65601
C -0.72698 5.05447 -4.74943
C 0.20122 4.75979 -5.95870
C 1.66147 4.46436 -5.53536
O 1.90701 3.13036 -5.13232
C 2.41288 2.28897 -6.16087
C 1.29893 1.41804 -6.82466
C -2.14578 1.21430 -2.77773
P -3.09282 1.24609 -4.32888
O -2.69380 0.18182 -5.24798
O -4.64253 1.07596 -3.90095
O -3.01066 2.64475 -5.09486
C -1.94418 -0.02466 -2.10285
N -2.46791 -1.20872 -2.61505
C -1.21413 -0.07395 -0.89197
N -0.93634 -1.24500 -0.10825
C -2.07808 -2.02749 0.21711
O -2.13909 -3.17721 -0.11169
F -3.06646 -1.48373 0.91339
C 0.13455 -2.04821 -0.62790
O 0.28348 -2.43941 -1.73472
F 1.01790 -2.37030 0.33751
H 0.87546 1.75747 5.46793
H -0.79049 2.19825 6.04031
H 0.29743 3.44227 5.27187
H -0.85826 0.98090 3.78733
H -1.42988 2.65878 3.60182
H 0.96141 3.33692 2.98885
H 1.33465 1.58246 2.86143
H 0.02450 0.24408 1.46635
H 1.19624 1.18665 0.52340
H -0.54890 3.10411 -0.60899
H -2.73668 3.91950 -3.20849
H -1.71115 4.44679 -1.88321
H 0.31912 4.25066 -3.00860
H -0.32463 3.03740 -4.18239
H -0.55581 6.06790 -4.35286
H -1.75977 5.05496 -5.13261
H -0.22759 3.98955 -6.61908
H 0.21361 5.67740 -6.57300
H 1.91087 5.12908 -4.68884
H 2.31350 4.79219 -6.36375
H 3.02749 2.82395 -6.89750
H 3.08969 1.56783 -5.67463
H 1.46546 0.34425 -6.65801
H 1.31259 1.58689 -7.90889
H 0.31744 1.63499 -6.37793
H -5.03810 1.96269 -3.85478
H -2.75714 2.52032 -6.02230
H -3.20092 -1.54603 -1.98683
H -2.94313 -1.05257 -3.50681
N -0.23357 -2.78676 -4.64904
C 0.98992 -3.39378 -4.75692
C 1.35794 -3.36888 -6.07537
C 0.31750 -2.71579 -6.79098
C -0.64757 -2.36609 -5.88367
H -0.74624 -2.66894 -3.79339
H 1.48853 -3.79077 -3.88912
H 2.27066 -3.77352 -6.48233
H 0.27959 -2.52462 -7.85204
H -1.58800 -1.85788 -6.01127
N 0.81107 -2.04725 3.20662
C 1.83649 -1.25630 3.65683
C 1.82532 -1.29011 5.02565
C 0.75587 -2.13797 5.41778
C 0.15141 -2.59171 4.27460
H 0.58339 -2.19882 2.24083
H 2.48280 -0.73995 2.96512
H 2.50869 -0.76737 5.67447
H 0.46662 -2.38655 6.42576
H -0.68813 -3.25151 4.12889
N -2.12617 -2.83102 7.96887
C -3.37558 -3.33436 8.21321
C -3.66577 -3.11555 9.53342
C -2.55017 -2.44968 10.10720
C -1.61842 -2.28632 9.11688
H -1.65496 -2.85702 7.08348
H -3.94648 -3.80379 7.42999
H -4.57746 -3.40004 10.03364
H -2.44471 -2.12698 11.13064
H -0.64166 -1.83250 9.12999
N 3.25717 3.25166 1.28492
C 4.12032 4.11919 1.89924
C 5.31028 4.07716 1.22388
C 5.16109 3.15291 0.15603
C 3.88520 2.66202 0.21677
H 2.31142 3.07594 1.57003
H 3.81380 4.68778 2.76136
H 6.19151 4.64688 1.46699
H 5.90620 2.88093 -0.57304
H 3.37125 1.94588 -0.40433
N -3.05759 -5.16696 12.11990
C -3.53957 -6.44668 12.10627
C -3.70290 -6.85118 13.40529
C -3.30861 -5.76996 14.23626
C -2.91864 -4.74578 13.41378
H -2.83922 -4.61947 11.30352
H -3.72293 -6.95797 11.17614
H -4.06576 -7.81437 13.72435
H -3.31161 -5.74652 15.31359
H -2.55433 -3.75694 13.63725
N 2.73011 -1.52042 -8.73068
C 3.95756 -2.11068 -8.86238
C 4.60300 -1.51343 -9.91258
C 3.73306 -0.51888 -10.43316
C 2.58800 -0.54616 -9.68211
H 2.04096 -1.76469 -8.04132
H 4.26379 -2.90296 -8.20017
H 5.58961 -1.76072 -10.26794
H 3.92658 0.14061 -11.26314
H 1.68687 0.04033 -9.74239
*
```

These are the Löwdin partial charges, in e, on atoms 1 to 2: -0.079, -0.206

[4]
A molecular structure, C42H59MoN6O5S3Te in a non-equilibrium geometry, computed with ωB97M-V/def2-TZVPD.

Computed properties:
total energy: -3871.2028 Eh
HOMO energy (spin up / spin down): -0.2942 / -0.3356 Eh
gap between HOMO and LUMO (spin up / spin down): 4.18 / 5.18 eV
largest force on an atom: 3.155 eV Å⁻¹
lowest unoccupied orbital energy (spin up / spin down): -3.822 / -3.957 eV

ORCA input file:
```
! wB97M-V def2-TZVPD RIJCOSX def2/J DEFGRID3
* xyz 1 3
Mo -0.54482 -1.39074 0.03903
C 0.22485 -0.34212 7.06076
C 0.05495 -0.26464 5.56902
C -0.05056 0.94735 4.91968
C -0.21422 1.05232 3.51280
C -0.52553 2.29746 2.94267
N -0.71585 2.52897 1.60716
C -1.82991 3.33289 1.14548
C -3.17972 2.66759 1.47024
C -3.19964 1.20195 1.03226
N -4.54349 0.66433 1.17105
C -5.16918 -0.17838 0.38579
C -4.68993 -1.00846 -0.64791
C -5.66776 -1.40025 -1.59607
C -5.38690 -2.18462 -2.68763
C -6.44142 -2.52922 -3.70327
C -4.08859 -2.67455 -2.82337
C -3.07397 -2.36133 -1.92225
C -1.79835 -2.99966 -2.07511
N -0.72768 -2.76424 -1.34342
C 0.36416 -3.74007 -1.50983
C 0.86356 -4.25956 -0.14603
C -0.21451 -4.21020 0.93856
N -0.32957 -2.83702 1.44252
C -0.14224 -2.65315 2.71412
C -0.14929 -1.40094 3.41377
C -0.01171 -1.43007 4.81031
C -0.19187 -0.15995 2.74097
O -0.21112 -0.09849 1.42155
C -3.35538 -1.50692 -0.80775
O -2.41609 -1.32933 0.07102
H 0.20042 0.65092 7.50483
H 1.17715 -0.81018 7.31241
H -0.56613 -0.94286 7.51077
H -0.02645 1.86625 5.49374
H -0.67959 3.15084 3.59504
H -0.53625 1.71838 1.03411
H -1.72680 3.45044 0.06536
H -1.79382 4.31866 1.61267
H -3.97780 3.22135 0.96825
H -3.34821 2.71616 2.55017
H -2.51524 0.62540 1.65490
H -2.88235 1.11367 -0.00873
H -5.09345 1.08075 1.91023
H -6.24366 -0.18949 0.53721
H -6.67684 -1.02618 -1.46614
H -7.32384 -1.90513 -3.57832
H -6.74544 -3.57204 -3.60076
H -6.05712 -2.39401 -4.71379
H -3.85768 -3.33402 -3.65212
H -1.75397 -3.80431 -2.80350
H 1.18348 -3.26131 -2.04180
H 0.01519 -4.57870 -2.11582
H 1.70242 -3.65539 0.20440
H 1.21158 -5.28521 -0.26962
H 0.04468 -4.89290 1.75051
H -1.18629 -4.50488 0.52913
H 0.05313 -3.52753 3.33277
H 0.05407 -2.39307 5.30321
C -3.33004 5.64737 -6.08324
C -2.81765 4.46873 -5.30835
C -1.46364 4.15769 -5.27168
C -0.99620 2.99748 -4.67002
C 0.48700 2.74893 -4.60855
C -1.92140 2.11343 -4.08669
Te -1.28694 0.10491 -3.67401
C -3.26980 2.48271 -3.98333
C -4.28470 1.68645 -3.20404
C -3.69171 3.65300 -4.60249
H -2.53297 6.12084 -6.65222
H -3.77359 6.39210 -5.42137
H -4.10373 5.32298 -6.77938
H -0.75129 4.82814 -5.73694
H 1.03046 3.48437 -5.19815
H 0.73965 1.74979 -4.96494
H 0.82671 2.82176 -3.57248
H -3.79653 0.93389 -2.58657
H -4.98149 1.17609 -3.87191
H -4.86117 2.35641 -2.56405
H -4.74129 3.92135 -4.54618
O 2.53508 0.56276 -1.82379
S 1.46210 -0.38180 -1.78878
O 1.44680 -1.22035 -0.55073
O 1.26776 -1.17530 -2.97210
S -0.36372 0.62365 -1.50933
C 5.26153 1.66061 3.53370
C 4.12684 2.68095 3.47610
C 3.51523 2.84327 2.08197
C 2.88137 1.56245 1.54115
N 3.85553 0.68458 0.91654
C 3.81073 -0.66230 0.98330
S 2.94493 -1.45726 2.18050
N 4.61481 -1.30610 0.11086
C 4.66905 -2.74416 -0.07840
C 6.09613 -3.23941 -0.31723
C 6.87891 -3.50027 0.97180
C 7.14822 -2.23828 1.78797
H 5.73063 1.66891 4.51786
H 6.02596 1.89073 2.78953
H 4.89078 0.65279 3.34965
H 4.50262 3.65516 3.79890
H 3.33974 2.38214 4.17493
H 4.28011 3.19020 1.37961
H 2.73722 3.60941 2.12622
H 2.10953 1.81308 0.80156
H 2.41478 1.00676 2.35216
H 4.27553 1.06759 0.08248
H 4.99164 -0.75635 -0.64805
H 4.03235 -3.01523 -0.93043
H 4.25803 -3.20030 0.82059
H 6.63640 -2.51160 -0.93114
H 6.03792 -4.17016 -0.88570
H 7.83096 -3.96468 0.70421
H 6.32318 -4.21618 1.58311
H 7.66872 -1.49197 1.18502
H 7.77257 -2.47486 2.64959
H 6.22087 -1.80145 2.15771
*
```

These are the Löwdin partial charges, in e, on atoms 1 to 2: 1.481, -0.044